1.
61
Properties=species:S:1:pos:R:3:mulliken_charge:R:1 method="wB97M-V/def2-TZVPD" total_energy_ha=-1333.53406 homo_lumo_gap_ev=4.72 total_charge=-1
C 1.40 -1.04 3.70 -1.185
Si -0.08 0.13 3.72 0.184
C 0.42 1.72 2.83 -1.148
C -1.63 -0.68 3.03 -0.725
C -1.54 -1.22 1.59 -0.970
C -1.15 -0.17 0.55 0.032
C -1.53 -0.55 -0.88 -0.602
C -1.43 0.67 -1.83 -1.285
C -0.49 0.46 -3.02 -0.383
C 0.91 -0.04 -2.62 0.322
C 1.99 0.78 -3.29 -1.245
C 3.38 0.14 -3.12 0.514
C 4.42 1.10 -3.47 -0.086
N 5.23 1.86 -3.76 -0.494
C 3.57 -1.14 -4.00 -0.729
C 3.32 -2.34 -3.23 0.336
N 3.03 -3.27 -2.64 -0.488
C -0.35 0.65 5.52 0.372
C 0.33 0.11 6.61 -0.127
C 0.08 0.59 7.90 -0.555
C -0.84 1.61 8.11 -0.411
C -1.55 2.15 7.04 -0.688
C -1.29 1.67 5.75 -0.351
H 1.58 -1.43 2.70 0.370
H 2.27 -0.48 4.03 0.336
H 1.26 -1.86 4.40 0.315
H -0.48 2.25 2.51 0.325
H 0.99 2.38 3.48 0.427
H 0.97 1.49 1.92 0.338
H -1.82 -1.54 3.68 0.416
H -2.51 -0.05 3.13 0.509
H -2.52 -1.61 1.34 0.474
H -0.85 -2.07 1.55 0.301
H -1.64 0.76 0.82 0.316
H -0.07 -0.03 0.58 -0.143
H -2.55 -0.94 -0.92 0.524
H -0.85 -1.33 -1.22 0.269
H -1.03 1.51 -1.25 0.375
H -2.40 0.98 -2.19 0.455
H -0.97 -0.20 -3.72 -0.220
H -0.36 1.42 -3.50 0.538
H 1.08 -0.05 -1.54 -0.030
H 1.01 -1.06 -3.00 0.091
H 2.04 1.78 -2.87 0.437
H 1.80 0.86 -4.36 0.400
H 3.55 -0.13 -2.08 0.402
H 4.58 -1.17 -4.39 0.423
H 2.89 -1.09 -4.84 0.342
H 1.07 -0.67 6.46 0.281
H 0.62 0.18 8.74 0.364
H -1.04 2.01 9.10 0.363
H -2.28 2.93 7.18 0.386
H -1.83 2.11 4.92 0.286
C -2.43 -1.23 -7.61 -1.148
C -2.24 -0.79 -6.14 0.142
O -2.12 0.54 -6.07 -0.857
H -1.58 -0.93 -8.22 0.278
H -2.54 -2.33 -7.70 0.350
H -3.34 -0.78 -8.03 0.268
H -1.36 -1.40 -5.76 -0.033
H -3.10 -1.26 -5.58 0.041

2.
39
Properties=species:S:1:pos:R:3:mulliken_charge:R:1 method="wB97M-V/def2-TZVPD" de_lowest_ev=10.2478 total_energy_ha=-710.27485 homo_lumo_gap_ev=8.12 total_charge=+1
C 4.52 -0.02 1.45 -1.034
C 3.94 1.06 0.36 0.510
C 4.78 2.44 -0.01 -0.384
C 4.29 3.57 -1.10 -0.413
C 2.85 3.26 -1.90 -0.424
C 2.02 1.90 -1.52 -0.320
C 2.48 0.77 -0.40 0.240
C 1.57 -0.58 -0.03 -0.657
C 0.01 -0.10 0.07 -0.399
C -0.95 -0.66 -1.18 -0.703
N -2.13 0.28 -1.24 -0.358
C -2.90 0.24 0.06 -0.264
C -1.99 0.30 1.42 -0.494
N -0.71 -0.55 1.34 -0.071
H 4.14 -1.13 1.26 0.272
H 4.21 0.31 2.53 0.257
H 5.71 -0.07 1.40 0.352
H 5.78 2.61 0.57 0.285
H 4.90 4.56 -1.33 0.293
H 2.43 4.00 -2.72 0.300
H 0.99 1.74 -2.09 0.125
H 1.69 -1.29 -0.98 0.249
H 1.97 -1.15 0.91 0.298
H -0.14 1.09 0.04 0.432
H -1.40 -1.74 -0.91 0.319
H -0.35 -0.76 -2.18 0.364
H -1.74 1.24 -1.43 0.332
H -3.58 1.23 0.07 0.352
H -3.55 -0.74 0.08 0.001
H -1.64 1.41 1.62 0.342
H -2.67 -0.02 2.31 0.347
H -0.93 -1.58 1.34 0.419
H -0.13 -0.31 2.18 0.377
C -6.10 -3.63 -0.05 -0.803
C -4.61 -3.40 0.11 0.511
N -3.37 -3.21 0.25 -0.536
H -6.63 -3.27 0.83 0.280
H -6.47 -3.09 -0.93 0.280
H -6.30 -4.70 -0.18 0.324

3.
101
Properties=species:S:1:pos:R:3:mulliken_charge:R:1 method="wB97M-V/def2-TZVPD" total_energy_ha=-8368.81898 homo_lumo_gap_ev="5.43 / 7.14" s2=0.751 spin_multiplicity=2 total_charge=-1
Hf 0.70 2.86 -0.88 2.259
P 0.88 2.11 -4.20 1.220
F 2.08 1.86 -5.24 -0.395
F 1.52 0.85 -3.37 -0.246
F 1.80 2.98 -3.20 -0.322
F -0.09 2.33 -2.94 -0.302
F 0.31 3.43 -4.95 -0.399
F -0.18 1.11 -4.96 -0.390
P 3.80 3.16 -0.23 1.294
F 2.50 2.92 0.67 -0.519
F 4.41 4.33 0.82 -0.358
F 4.62 1.88 0.51 -0.334
F 4.90 3.35 -1.39 -0.379
F 3.02 2.00 -1.11 -0.270
F 2.71 4.16 -0.97 -0.406
P 0.20 1.75 2.89 1.362
F 0.85 3.15 3.37 -0.423
F -1.39 2.18 2.99 -0.390
F 0.22 2.37 1.36 -0.530
F -0.26 0.28 2.37 -0.302
F 1.68 1.07 2.61 -0.352
F 0.15 1.28 4.40 -0.363
N 0.21 0.73 -0.81 1.592
S 0.97 -0.65 -0.39 -0.143
O 1.56 -1.39 -1.52 -0.265
O 0.52 -1.40 0.72 -0.430
F 2.20 0.19 0.17 -0.336
S -1.13 -0.34 -1.28 -0.534
O -2.06 -0.63 -0.20 0.029
O -0.93 -1.36 -2.31 -0.058
F -1.98 0.78 -2.01 -0.191
Cl -0.04 -2.96 -6.75 -0.236
C -0.25 -2.61 -4.99 0.294
C 0.56 -3.55 -4.17 0.163
Cl 2.31 -3.49 -4.29 -0.230
H -1.29 -2.77 -4.70 0.140
H -0.05 -1.57 -4.74 -0.180
H 0.24 -4.52 -4.56 0.431
H 0.34 -3.41 -3.12 -0.364
Cl -0.19 -4.17 -0.31 -0.134
C 1.59 -4.45 0.13 0.575
C 1.73 -5.80 0.97 -0.569
Cl 1.15 -7.24 0.00 -0.229
H 1.92 -3.52 0.60 -0.673
H 2.20 -4.50 -0.78 0.354
H 1.31 -5.88 1.97 0.391
H 2.81 -5.93 1.12 0.333
Cl -5.74 1.11 -1.43 -0.194
C -5.84 -0.60 -0.93 -0.025
C -5.72 -1.64 -2.02 -0.670
Cl -4.13 -1.75 -2.76 -0.047
H -6.82 -0.75 -0.48 0.412
H -5.04 -0.89 -0.26 -0.158
H -6.46 -1.39 -2.79 0.345
H -5.95 -2.63 -1.62 0.299
C 0.78 5.83 -2.87 -0.899
O 0.03 4.78 -2.21 -0.182
C -1.37 4.96 -2.51 -0.992
C -2.25 4.21 -1.46 -0.569
O -1.57 3.19 -0.71 0.111
C -2.53 2.64 0.19 -0.574
H 0.29 6.78 -2.66 0.378
H 1.03 5.80 -3.93 0.282
H 1.76 5.86 -2.39 0.235
H -1.61 4.71 -3.54 0.380
H -1.75 5.97 -2.37 0.640
H -3.12 3.87 -2.02 0.335
H -2.57 4.97 -0.75 0.446
H -2.67 3.29 1.06 0.518
H -2.06 1.72 0.54 -0.426
H -3.45 2.28 -0.27 0.199
C 6.78 -3.04 3.11 -0.612
O 5.84 -2.22 3.77 -0.447
C 4.87 -1.47 3.00 -0.453
C 4.04 -2.40 2.08 0.246
O 4.77 -2.88 0.97 -0.326
C 5.39 -1.89 0.24 -0.675
H 7.49 -3.54 3.76 0.308
H 7.38 -2.63 2.30 0.250
H 6.22 -3.83 2.62 0.197
H 5.32 -0.59 2.55 0.346
H 4.10 -1.22 3.74 0.382
H 3.23 -1.80 1.65 -0.395
H 3.58 -3.21 2.64 0.438
H 4.74 -1.03 0.07 0.176
H 5.67 -2.39 -0.68 0.316
H 6.22 -1.37 0.73 0.256
C -5.17 0.83 3.99 -1.081
C -5.53 0.19 5.08 0.298
C -5.33 -1.30 5.34 0.833
O -5.90 -1.89 6.30 -0.652
C -4.44 -1.94 4.35 -0.692
C -3.94 -1.25 3.29 0.362
C -4.44 0.13 2.92 0.707
O -4.13 0.50 1.78 -0.322
O -3.05 -1.76 2.42 -0.472
O -6.36 0.76 5.98 -0.542
H -5.51 1.82 3.74 0.485
H -4.11 -2.95 4.56 0.481
H -2.74 -1.08 1.81 0.233
H -6.36 0.20 6.76 0.326

4.
9
Properties=species:S:1:pos:R:3:mulliken_charge:R:1 method="wB97M-V/def2-TZVPD" de_lowest_ev=2.4639 total_energy_ha=-2561.15246 homo_lumo_gap_ev="5.13 / 6.65"
P -0.22 -0.51 0.71 0.000
P 0.51 0.50 -2.41 0.040
P -0.80 -0.79 -1.24 0.066
P -1.43 2.71 0.06 0.248
S -0.05 1.59 1.23 -0.158
S -0.73 2.17 -2.01 -0.138
S -3.18 1.81 0.14 -0.233
H -1.55 -0.86 1.16 0.120
H 1.31 0.55 -1.34 0.056

5.
78
Properties=species:S:1:pos:R:3:mulliken_charge:R:1 method="wB97M-V/def2-TZVPD" de_lowest_ev=0.0000 smiles="CCOCC1=C(S)C(=O)C(N=C=S)=C(P(O)Br)C1=O.ClC(Cl)(Cl)Cl.ClC(Cl)(Cl)Cl.ClC(Cl)(Cl)Cl.ClC(Cl)(Cl)Cl.ClC(Cl)(Cl)Cl.ClC(Cl)(Cl)Cl.ClC(Cl)(Cl)Cl.ClC(Cl)(Cl)Cl.ClC(Cl)(Cl)Cl.ClC(Cl)(Cl)Cl" total_energy_ha=-23242.46085 homo_lumo_gap_ev=7.97
C -4.32 -7.23 0.99 -1.170
C -4.29 -5.79 0.36 -0.014
O -3.71 -5.87 -0.94 -0.075
C -2.48 -5.21 -1.04 -1.325
C -2.55 -3.70 -0.86 0.145
C -3.42 -2.86 -1.41 1.105
S -4.69 -3.37 -2.55 0.105
C -3.31 -1.39 -1.03 0.121
O -3.55 -0.53 -1.81 -0.524
C -2.90 -1.09 0.41 -0.027
N -3.49 0.02 1.08 -0.440
C -2.79 1.00 1.15 0.540
S -1.88 2.21 1.51 -0.317
C -2.01 -1.92 0.93 0.857
P -1.39 -1.68 2.68 0.168
O -0.24 -0.48 2.60 -0.317
Br -0.20 -3.52 3.22 -0.229
C -1.51 -3.08 0.06 -0.319
O -0.38 -3.43 0.08 -0.530
H -3.77 -7.21 1.94 0.333
H -3.89 -7.98 0.32 0.273
H -5.35 -7.54 1.20 0.310
H -5.34 -5.51 0.21 0.291
H -3.77 -5.10 1.04 0.182
H -2.00 -5.47 -2.00 0.411
H -1.78 -5.60 -0.27 0.312
H -5.63 -2.40 -2.36 -0.095
H 0.21 -0.50 1.74 0.323
C -2.52 6.04 -0.12 0.268
Cl -4.00 5.41 0.61 -0.082
Cl -2.73 7.76 -0.50 -0.097
Cl -1.17 5.85 1.01 -0.066
Cl -2.17 5.15 -1.61 -0.041
C 1.72 5.39 -2.35 0.173
Cl 1.19 4.17 -1.18 -0.046
Cl 1.20 4.92 -3.97 -0.096
Cl 1.01 6.96 -1.93 -0.074
Cl 3.49 5.52 -2.30 0.037
C 6.89 7.59 -1.93 0.344
Cl 6.29 5.98 -2.35 -0.098
Cl 6.78 8.65 -3.34 -0.097
Cl 5.91 8.25 -0.61 -0.081
Cl 8.57 7.46 -1.40 -0.076
C -5.05 -7.06 -4.24 0.270
Cl -6.55 -6.13 -4.05 -0.114
Cl -3.66 -6.00 -3.98 -0.093
Cl -5.03 -8.37 -3.05 -0.105
Cl -4.99 -7.74 -5.87 -0.028
C -7.41 -9.34 -8.90 0.357
Cl -8.05 -10.61 -7.84 -0.094
Cl -8.02 -9.59 -10.54 -0.101
Cl -7.93 -7.76 -8.31 -0.077
Cl -5.64 -9.42 -8.91 -0.096
C -8.59 -0.82 -1.73 0.312
Cl -7.07 -0.58 -0.86 -0.049
Cl -8.44 -2.20 -2.83 -0.080
Cl -9.88 -1.15 -0.56 -0.095
Cl -8.99 0.63 -2.66 -0.094
C 8.79 7.93 2.85 0.273
Cl 10.31 8.42 2.09 -0.099
Cl 7.66 9.29 2.83 -0.104
Cl 8.10 6.57 1.95 -0.005
Cl 9.10 7.43 4.52 -0.047
C 8.99 2.44 2.90 0.241
Cl 7.51 2.61 1.94 -0.075
Cl 10.34 2.07 1.82 -0.099
Cl 9.31 3.95 3.75 0.003
Cl 8.80 1.13 4.07 -0.071
C 8.37 6.99 8.88 0.330
Cl 6.84 6.43 9.56 -0.096
Cl 8.25 8.72 8.51 -0.103
Cl 9.67 6.73 10.05 -0.095
Cl 8.72 6.10 7.39 -0.040
C 4.91 -0.11 3.19 0.268
Cl 3.44 0.08 2.22 -0.027
Cl 6.27 -0.49 2.12 -0.075
Cl 5.23 1.39 4.06 -0.056
Cl 4.68 -1.43 4.35 -0.099

6.
18
Properties=species:S:1:pos:R:3:mulliken_charge:R:1 method="wB97M-V/def2-TZVPD" de_lowest_ev=2.2735 smiles="N/C=C/CCCO" total_energy_ha=-327.04780 homo_lumo_gap_ev=9.55
C 0.00 0.53 -1.91 -0.559
O 0.18 1.77 -1.22 -0.508
C -0.79 -0.67 -1.39 -0.614
C -0.12 -1.37 -0.19 -0.767
C 0.60 -0.49 0.79 -0.363
C 0.05 0.08 1.85 -0.036
N 0.79 0.80 2.82 -0.622
H -0.39 0.79 -2.90 0.355
H 1.01 0.13 -2.09 0.274
H -0.26 1.64 -0.37 0.341
H -1.11 -1.21 -2.28 0.409
H -1.76 -0.30 -1.02 0.255
H -0.96 -1.85 0.34 0.330
H 0.40 -2.27 -0.53 0.412
H 1.67 -0.62 0.69 0.274
H -1.03 0.15 1.85 0.286
H 1.46 1.36 2.29 0.253
H 0.26 1.52 3.29 0.280

no.,maximum force (eV/Å)
1,0.930
2,9.958
3,8.093
4,2.232
5,2.792
6,2.636